# 1
{"formula": "C38H53AsN3NaP2SeSi2", "method": "wB97M-V/def2-TZVPD", "total_charge": -2, "e_above_lowest_kcal_mol": 0.0, "energy_ev": -209677.1938, "spin_multiplicity": 1, "elements": ["Na", "C", "Si", "C", "C", "N", "P", "C", "P", "N", "Si", "C", "C", "C", "C", "C", "C", "C", "C", "C", "C", "C", "C", "C", "C", "C", "C", "C", "C", "C", "C", "C", "C", "C", "C", "C", "C", "C", "H", "H", "H", "H", "H", "H", "H", "H", "H", "H", "H", "H", "H", "H", "H", "H", "H", "H", "H", "H", "H", "H", "H", "H", "H", "H", "H", "H", "H", "H", "H", "H", "H", "H", "H", "H", "H", "H", "C", "C", "As", "C", "C", "C", "C", "H", "H", "H", "H", "H", "H", "H", "H", "H", "H", "H", "H", "H", "H", "H", "Se", "C", "N"], "xyz": [[-0.59479, 1.30536, 0.05216], [4.17845, 2.77003, 0.90596], [2.73992, 2.46031, -0.30449], [1.79247, 4.07928, -0.32396], [3.54352, 2.26893, -2.01597], [1.73738, 1.16718, 0.05794], [1.70929, -0.36102, 0.51199], [0.32499, -1.22173, 0.31606], [-1.09355, -1.36459, 1.12165], [-2.05992, -0.09950, 1.18386], [-3.68104, 0.23699, 1.48646], [-4.74028, -1.20777, 2.12861], [-3.88547, 1.61641, 2.75919], [-4.53224, 0.82418, -0.09887], [-2.02718, -2.74830, 0.34541], [-2.05297, -2.77172, -1.04882], [-2.78864, -3.72391, -1.73857], [-3.50392, -4.68943, -1.03999], [-3.47512, -4.68661, 0.34706], [-2.74700, -3.72218, 1.03394], [-0.85757, -2.03012, 2.82639], [-0.16499, -3.22812, 3.01447], [0.06610, -3.72450, 4.28630], [-0.36909, -3.01463, 5.40160], [-1.03643, -1.81244, 5.22940], [-1.28338, -1.32914, 3.94745], [3.06341, -1.25735, -0.35152], [4.38983, -0.84727, -0.23066], [5.40262, -1.50899, -0.90919], [5.09903, -2.59124, -1.72680], [3.78203, -3.01149, -1.85028], [2.77228, -2.35084, -1.15852], [2.31904, -0.44327, 2.25047], [2.08536, 0.63072, 3.10326], [2.38909, 0.54746, 4.45753], [2.94347, -0.61337, 4.97510], [3.19108, -1.69039, 4.13028], [2.87704, -1.60619, 2.78377], [4.71393, 3.67464, 0.59709], [4.90619, 1.95673, 0.95249], [3.80486, 2.93877, 1.91911], [2.43061, 4.89607, -0.67666], [1.44348, 4.34822, 0.67662], [0.89926, 4.04156, -0.95203], [4.08444, 3.16856, -2.32651], [2.76785, 2.06416, -2.76015], [4.23968, 1.42654, -2.03126], [-4.27172, -1.70543, 2.98249], [-4.92183, -1.96055, 1.35841], [-5.71145, -0.82274, 2.45787], [-3.51843, 1.30853, 3.74272], [-4.93715, 1.89878, 2.86778], [-3.32771, 2.50102, 2.44451], [-4.46074, 0.05048, -0.86954], [-4.04143, 1.72936, -0.46768], [-5.58918, 1.06101, 0.05550], [-1.46259, -2.03400, -1.58103], [-2.79769, -3.71896, -2.82292], [-4.07407, -5.44038, -1.57531], [-4.02745, -5.43707, 0.90223], [-2.74521, -3.72796, 2.11731], [0.20138, -3.75543, 2.14005], [0.60455, -4.65736, 4.41381], [-0.17595, -3.39341, 6.39902], [-1.36530, -1.24363, 6.09183], [-1.79883, -0.38628, 3.80707], [4.62547, -0.00274, 0.40621], [6.43054, -1.17962, -0.80491], [5.88848, -3.10755, -2.26155], [3.54146, -3.85934, -2.48194], [1.73448, -2.66546, -1.21271], [1.65425, 1.53647, 2.69117], [2.18811, 1.39181, 5.10687], [3.17552, -0.68322, 6.03164], [3.61560, -2.60534, 4.52910], [3.05161, -2.45635, 2.13294], [0.60366, 4.03963, -4.38570], [0.38267, 2.54073, -4.56155], [-0.69918, 1.79648, -3.08637], [-2.47746, 2.48677, -3.58490], [-2.86309, 2.43362, -5.05686], [-0.87655, -0.03135, -3.80482], [0.34938, -0.87461, -3.46364], [1.19850, 4.45958, -5.20135], [1.12308, 4.24517, -3.44841], [-0.34675, 4.57769, -4.35150], [1.33542, 2.00689, -4.53847], [-0.09353, 2.31396, -5.51870], [-2.52483, 3.50558, -3.19557], [-3.17597, 1.90545, -2.97614], [-2.22804, 3.08765, -5.65810], [-3.89707, 2.75572, -5.20781], [-2.77216, 1.42223, -5.45897], [-1.05013, 0.00239, -4.88459], [-1.77416, -0.44968, -3.33948], [1.26293, -0.43409, -3.87141], [0.26433, -1.88805, -3.86762], [0.47036, -0.95357, -2.37900], [-2.14311, 3.98649, -0.14255], [-1.40417, 5.38282, 0.77397], [-0.95201, 6.28188, 1.35124]], "forces_ev_per_a": [[-0.053, 0.348, -0.083], [-0.041, 0.052, -0.061], [0.157, -0.046, -0.091], [0.009, -0.040, 0.053], [-0.037, -0.008, 0.052], [0.110, 0.051, 0.181], [0.024, 0.005, 0.092], [0.098, -0.108, -0.290], [0.140, 0.031, 0.129], [-0.324, -0.019, 0.257], [-0.156, 0.045, -0.058], [0.025, 0.080, -0.008], [0.040, -0.080, -0.042], [0.044, -0.015, 0.070], [-0.069, -0.139, -0.063], [-0.064, -0.066, -0.082], [0.055, 0.063, 0.028], [-0.011, -0.031, 0.028], [-0.039, -0.059, -0.007], [0.035, 0.091, -0.063], [0.024, -0.017, 0.037], [-0.029, 0.051, -0.008], [0.016, -0.012, 0.008], [-0.002, -0.009, -0.003], [-0.005, 0.011, -0.032], [0.006, 0.010, 0.034], [0.109, -0.049, -0.064], [-0.040, -0.051, -0.040], [0.029, 0.020, 0.011], [0.018, -0.019, -0.015], [-0.032, 0.035, 0.024], [0.040, -0.024, -0.021], [0.033, -0.013, 0.032], [0.011, 0.014, 0.065], [-0.015, 0.026, -0.062], [0.019, -0.041, -0.015], [0.008, 0.002, 0.058], [-0.044, 0.068, -0.047], [0.009, 0.002, 0.008], [-0.022, 0.011, -0.002], [-0.017, -0.021, 0.003], [-0.004, 0.009, -0.015], [-0.004, 0.010, 0.005], [0.004, -0.026, -0.041], [0.004, 0.013, 0.022], [0.006, 0.009, 0.021], [0.005, -0.029, -0.005], [0.018, 0.000, 0.003], [0.040, -0.008, -0.013], [-0.003, 0.006, -0.002], [0.012, -0.004, 0.008], [-0.016, -0.003, -0.007], [0.009, 0.004, -0.012], [0.006, -0.011, -0.005], [-0.015, -0.011, -0.003], [-0.015, -0.009, 0.011], [0.003, -0.006, 0.012], [0.001, 0.005, -0.006], [-0.008, -0.003, 0.013], [-0.001, -0.003, -0.006], [-0.003, 0.011, 0.000], [0.009, -0.019, 0.009], [0.000, 0.002, 0.002], [0.006, -0.002, -0.002], [0.006, -0.001, 0.002], [-0.018, 0.004, -0.018], [0.008, -0.030, -0.014], [0.001, 0.002, 0.003], [0.007, 0.002, -0.002], [-0.009, -0.004, -0.004], [0.004, -0.004, 0.005], [-0.001, -0.001, 0.015], [-0.003, 0.001, 0.005], [0.003, -0.010, 0.003], [-0.003, 0.001, 0.005], [-0.010, -0.007, -0.004], [-0.006, -0.030, 0.007], [-0.005, 0.026, 0.073], [0.009, -0.159, -0.002], [-0.008, 0.052, -0.026], [0.023, -0.026, 0.014], [-0.018, 0.009, -0.061], [-0.029, 0.014, 0.028], [0.004, -0.002, -0.001], [-0.002, 0.015, 0.006], [0.006, 0.010, -0.001], [-0.009, 0.010, -0.009], [-0.022, -0.018, 0.014], [-0.010, -0.012, 0.005], [-0.001, 0.005, -0.006], [0.001, -0.003, -0.010], [-0.004, 0.007, 0.016], [-0.011, 0.005, -0.021], [-0.006, 0.014, 0.005], [0.008, -0.029, -0.012], [0.017, 0.002, 0.010], [-0.009, 0.002, -0.001], [0.028, 0.006, -0.012], [-0.068, 0.058, -0.027], [0.001, -0.036, -0.005], [0.015, 0.037, 0.021]]}

# 2
{"formula": "C38H53AsN5O10P2Pb", "method": "wB97M-V/def2-TZVPD", "total_charge": 1, "e_above_lowest_kcal_mol": 0.0, "energy_ev": -152859.0460, "spin_multiplicity": 1, "elements": ["Pb", "O", "C", "N", "C", "C", "C", "C", "C", "C", "N", "C", "C", "C", "C", "C", "N", "H", "H", "H", "H", "H", "H", "H", "H", "H", "H", "O", "P", "O", "O", "O", "P", "O", "O", "O", "H", "H", "C", "C", "N", "C", "C", "C", "O", "C", "C", "C", "C", "N", "C", "H", "H", "H", "H", "H", "H", "H", "H", "H", "H", "H", "H", "H", "H", "C", "C", "As", "C", "C", "C", "C", "H", "H", "H", "H", "H", "H", "H", "H", "H", "H", "H", "H", "H", "H", "H", "C", "C", "C", "C", "C", "C", "C", "O", "C", "C", "C", "H", "H", "H", "H", "H", "H", "H", "H", "H", "H", "H", "H"], "xyz": [[0.65598, 0.35433, 0.12445], [-0.34439, -3.92327, 0.16177], [0.25109, -2.84443, 0.21433], [-0.18550, -1.72756, 0.78691], [-1.42169, -1.92202, 1.50871], [-1.83962, -0.66621, 2.18740], [-3.13204, -0.52981, 2.74735], [-3.48018, 0.72340, 3.25069], [-2.55303, 1.79044, 3.24128], [-1.28976, 1.53521, 2.71898], [-0.96536, 0.36928, 2.13925], [1.59522, -2.78502, -0.42458], [2.26739, -3.92517, -0.82400], [3.56984, -3.78363, -1.30949], [4.11506, -2.50627, -1.53121], [3.31926, -1.41007, -1.18428], [2.11333, -1.55922, -0.66023], [-2.27691, -2.24573, 0.88675], [-1.30445, -2.74257, 2.23995], [-3.83383, -1.32206, 2.80468], [-4.46785, 0.90519, 3.71110], [-2.83319, 2.77499, 3.63551], [-0.47945, 2.26310, 2.71474], [1.75346, -4.88501, -0.73685], [4.17647, -4.63431, -1.62288], [5.04266, -2.42865, -2.08002], [3.63742, -0.37278, -1.34818], [2.47010, -2.20340, -4.35129], [1.49089, -0.99157, -4.31521], [0.87562, -0.79999, -5.60640], [0.25830, -1.35501, -3.24148], [2.30772, 0.12710, -3.66249], [1.89029, 1.55568, -2.85070], [2.05324, 2.62007, -3.97651], [2.84735, 1.69773, -1.73072], [0.42151, 1.40198, -2.59624], [3.03277, -2.33291, -3.52916], [2.92750, 3.00172, -4.01637], [7.93636, 0.16077, 4.18533], [7.01954, -0.78496, 3.41795], [6.11130, -1.52085, 4.30593], [6.69948, -2.59564, 5.06450], [6.63836, -2.37369, 6.57069], [4.75993, -1.57113, 4.16111], [4.06893, -2.39954, 4.67103], [4.05955, -0.42316, 3.49005], [4.35991, 0.85983, 3.87810], [3.72448, 1.91899, 3.26718], [2.80649, 1.60539, 2.26787], [2.45234, 0.36921, 1.95317], [3.05538, -0.63281, 2.54701], [8.73228, 0.64116, 3.55954], [8.37986, -0.40046, 4.98173], [7.41640, 0.94589, 4.69642], [7.61154, -1.52420, 2.91917], [6.46112, -0.27137, 2.64483], [7.74936, -2.70511, 4.77942], [6.23293, -3.50963, 4.70723], [7.14307, -1.50096, 6.86647], [7.05274, -3.26822, 7.07658], [5.60377, -2.22464, 6.85997], [5.12007, 1.01507, 4.64721], [3.98561, 2.93261, 3.54043], [2.31327, 2.38587, 1.73526], [2.74697, -1.67192, 2.35384], [-2.94135, -2.47265, -5.92273], [-1.56071, -2.62428, -5.25603], [-1.41036, -1.39660, -3.76651], [-2.22901, -2.02589, -2.16090], [-3.32758, -3.02183, -2.32351], [-1.98878, 0.44594, -4.05990], [-3.50243, 0.58798, -3.91846], [-3.13377, -3.41586, -6.42208], [-3.03753, -1.64184, -6.65530], [-3.67339, -2.27957, -5.19413], [-0.73884, -2.30501, -5.96429], [-1.41018, -3.63119, -4.89685], [-2.45169, -1.08741, -1.64969], [-1.36450, -2.43703, -1.61660], [-4.22150, -2.50880, -2.74202], [-3.50189, -3.46282, -1.36603], [-3.02267, -3.78026, -3.05636], [-1.62872, 0.64340, -5.10650], [-1.50392, 1.03452, -3.32518], [-4.00329, 0.26698, -4.86755], [-3.77293, 1.63085, -3.77090], [-3.93468, 0.10692, -3.03918], [-6.07712, 6.56902, -0.77203], [-5.52737, 5.20198, -0.55999], [-4.17204, 4.91834, -0.60610], [-3.67722, 3.61958, -0.46592], [-2.14519, 3.37498, -0.60637], [-4.59471, 2.57699, -0.15876], [-4.10452, 1.16194, -0.13749], [-2.94382, 0.81100, -0.24482], [-6.00232, 2.83133, -0.07676], [-7.02335, 1.75323, 0.37368], [-6.42125, 4.17437, -0.28363], [-5.30801, 7.29426, -1.09779], [-6.44280, 6.97102, 0.15124], [-6.96845, 6.64734, -1.42483], [-3.50111, 5.70425, -0.88104], [-1.57670, 4.28213, -0.83581], [-1.95898, 2.60546, -1.38585], [-1.85600, 2.94869, 0.32747], [-4.87856, 0.38929, -0.02060], [-6.62551, 1.01788, 1.07458], [-7.42098, 1.21289, -0.51481], [-7.84522, 2.24558, 0.79861], [-7.47534, 4.38287, -0.19585]], "forces_ev_per_a": [[-0.056, -0.171, 0.116], [-0.149, -0.164, 0.111], [-0.391, -0.558, -0.141], [0.055, -0.026, -0.301], [-0.213, -0.319, 0.067], [-0.307, 1.226, 0.055], [1.327, 1.689, 0.237], [0.107, 0.376, 0.286], [-0.091, -0.445, -0.001], [-0.470, -0.073, -0.185], [-0.972, -0.697, 0.763], [0.870, 0.984, -0.864], [0.302, -0.368, 0.213], [0.130, 0.363, -0.644], [-1.070, -0.682, 0.140], [0.763, 0.255, -0.385], [-0.334, -0.258, 0.782], [0.396, 0.019, -0.130], [-0.021, 0.259, -0.106], [-0.337, -0.785, -0.124], [0.564, -0.243, -0.421], [0.263, -0.512, -0.141], [-0.340, 0.167, 0.028], [0.332, 0.300, 0.120], [-0.379, 0.015, 0.194], [0.222, 0.312, 0.373], [-0.075, -0.389, 0.001], [1.034, -0.849, 1.614], [-1.410, -0.476, 0.780], [-0.640, 0.540, -1.320], [1.505, -0.130, -0.393], [0.653, 0.724, 0.680], [-1.630, -0.774, 0.790], [0.045, 0.539, -0.784], [0.151, -0.248, -0.028], [0.578, 0.003, 0.248], [-0.880, 0.223, -1.198], [0.478, 0.236, -0.065], [0.487, 0.151, -0.689], [-0.309, 0.523, 0.326], [0.002, 0.706, -0.689], [0.813, -0.406, 0.178], [-0.942, -1.769, -0.467], [0.489, 1.612, -0.430], [-1.086, -1.932, 0.833], [0.355, -0.283, -0.382], [0.550, 0.334, 0.329], [-0.191, -0.166, -0.400], [0.426, 0.707, 0.847], [-0.499, 0.058, -0.669], [0.615, -1.310, 0.923], [-0.698, -0.637, 0.428], [0.713, -0.365, 0.382], [-0.593, 0.572, 0.050], [0.508, -0.462, -0.450], [-0.208, 0.132, -0.042], [-0.024, 0.260, -0.140], [-0.239, -0.304, 0.543], [1.018, 1.081, 0.289], [-0.258, 0.604, -0.071], [-0.214, -0.272, 0.196], [-0.263, 0.039, -0.229], [-0.254, 0.044, -0.178], [-0.290, 0.542, -0.414], [0.020, 0.594, -0.224], [0.998, 0.209, -0.923], [0.544, 1.498, -1.203], [0.164, 0.496, -0.137], [1.637, 0.613, 0.282], [-0.557, 0.560, -1.295], [-0.546, -1.168, -1.705], [-0.597, -0.071, -1.120], [-0.383, 0.039, -0.164], [0.489, -0.558, 0.409], [-1.316, -0.099, 0.924], [-0.764, -0.588, 0.917], [0.195, -0.197, 0.212], [-0.476, -0.124, 0.246], [-0.318, -0.137, -0.127], [0.265, -0.570, 0.500], [-0.496, -0.473, 0.427], [-0.216, -0.098, 0.387], [-0.254, 0.304, 1.129], [1.021, 0.429, 0.479], [0.127, 0.070, 1.014], [0.206, 0.245, -0.175], [0.121, -0.396, -0.154], [0.137, 1.117, -0.539], [-0.565, -0.491, -0.051], [0.019, -0.707, -0.415], [0.533, 0.270, 0.053], [-1.616, -0.131, -0.911], [-0.060, -0.538, -0.652], [-0.166, 0.864, 0.253], [-0.100, -0.221, -0.127], [0.602, 0.722, 0.637], [1.334, -0.082, -1.879], [0.296, -1.918, 0.356], [-0.365, -0.467, -0.107], [-0.148, 0.157, 0.860], [0.682, -0.414, -0.020], [0.431, 0.381, 0.023], [-0.347, -0.100, 0.112], [0.047, 0.597, 0.476], [0.688, -0.287, 0.629], [-0.157, -0.036, -0.025], [0.026, 0.219, -0.061], [0.322, 0.189, 0.515], [-1.163, 0.639, 0.774], [-0.216, 0.137, -0.041]]}

Record-wise gap between HOMO and LUMO values, in eV: 5.49, 8.86